A cluster of 12 separate species, C38H107N7O12 in total in a non-equilibrium geometry, computed with ωB97M-V with the def2-TZVPD basis set.

Results
- HOMO (alpha / beta): -10.78 / -10.78 eV
- Total charge: +1
- HOMO-LUMO gap (alpha / beta): 0.3298 / 0.1274 hartree
- Energy: -2797.60856 hartree
- 2S+1: 2
- LUMO (alpha / beta): -0.066 / -0.269 Ha
- ⟨S²⟩: 0.75
- Relative energy (zero: lowest compared OMol25 entry of this formula, charge and spin): 0.0 kJ/mol

Last column: Löwdin charge in e.
CARTESIAN COORDINATES (ANGSTROEM)
C  -10.442  -8.370  -14.084  -0.05
C  -10.434  -9.561  -13.092  -0.41
C  -9.482  -10.673  -13.568  -0.21
O  -9.735  -11.185  -14.836  -0.18
C  -8.979  -12.286  -15.183  -0.13
N  -10.133  -9.035  -11.780  0.03
H  -10.848  -8.812  -14.994  0.05
H  -9.533  -7.813  -14.312  0.06
H  -11.136  -7.577  -13.806  0.06
H  -11.472  -9.876  -12.986  0.14
H  -9.365  -11.409  -12.772  0.13
H  -8.475  -10.258  -13.559  0.12
H  -7.930  -12.205  -14.899  0.09
H  -9.094  -12.478  -16.250  0.10
H  -9.329  -13.162  -14.637  0.09
H  -10.901  -8.420  -11.552  0.07
H  -10.139  -9.805  -11.126  0.07
C  -0.225  -5.155  -14.225  -0.06
C  -0.013  -5.187  -15.721  -0.39
C  -1.335  -5.240  -16.674  -0.15
O  -1.899  -6.552  -16.502  -0.21
C  -3.232  -6.703  -17.076  -0.09
N  0.714  -3.979  -16.060  0.01
H  0.639  -5.230  -13.564  0.09
H  -0.822  -6.032  -13.977  0.05
H  -0.788  -4.298  -13.855  0.08
H  0.656  -5.998  -16.007  0.14
H  -1.067  -5.168  -17.728  0.11
H  -2.023  -4.427  -16.443  0.10
H  -3.109  -6.889  -18.142  0.09
H  -3.924  -5.891  -16.853  0.04
H  -3.704  -7.574  -16.622  0.07
H  0.245  -3.098  -15.903  0.07
H  0.960  -3.889  -17.036  0.07
C  -7.316  -5.883  -16.636  0.02
C  -8.240  -4.647  -16.803  -0.29
C  -9.717  -5.049  -16.842  -0.17
O  -10.558  -3.890  -16.908  -0.21
C  -11.972  -4.199  -17.070  -0.06
N  -8.064  -3.730  -15.709  0.34
H  -6.270  -5.580  -16.683  0.07
H  -7.560  -6.601  -17.420  0.07
H  -7.395  -6.390  -15.675  0.08
H  -7.940  -4.013  -17.638  0.17
H  -10.072  -5.749  -16.086  0.13
H  -9.963  -5.638  -17.726  0.11
H  -12.538  -3.280  -17.226  0.07
H  -12.399  -4.656  -16.177  0.09
H  -12.210  -4.800  -17.947  0.08
H  -7.250  -3.157  -15.882  0.09
H  -8.855  -3.104  -15.661  0.11
C  -14.352  -7.961  -19.433  -0.06
C  -14.174  -8.713  -18.143  -0.43
C  -12.705  -8.678  -17.572  -0.21
O  -11.816  -9.246  -18.487  -0.17
C  -10.429  -9.173  -17.961  -0.04
N  -15.146  -8.321  -17.196  0.02
H  -13.564  -8.134  -20.166  0.08
H  -14.436  -6.881  -19.314  0.06
H  -15.243  -8.200  -20.013  0.08
H  -14.503  -9.726  -18.376  0.14
H  -12.720  -9.392  -16.749  0.12
H  -12.562  -7.686  -17.143  0.12
H  -10.124  -8.152  -17.734  0.07
H  -9.802  -9.543  -18.773  0.08
H  -10.425  -9.914  -17.162  0.07
H  -16.057  -8.631  -17.502  0.10
H  -15.013  -8.825  -16.331  0.10
C  -8.452  0.980  -16.818  -0.05
C  -7.900  -0.304  -16.235  -0.43
C  -6.456  -0.530  -16.737  -0.17
O  -6.040  -1.871  -16.437  -0.25
C  -4.767  -2.171  -17.071  -0.05
N  -7.891  -0.222  -14.752  0.08
H  -8.320  0.974  -17.900  0.06
H  -7.936  1.850  -16.412  0.10
H  -9.535  1.081  -16.742  0.07
H  -8.525  -1.143  -16.540  0.09
H  -5.726  0.207  -16.401  0.14
H  -6.528  -0.398  -17.817  0.12
H  -4.005  -1.523  -16.639  0.10
H  -4.779  -1.991  -18.146  0.09
H  -4.668  -3.237  -16.862  0.07
H  -7.639  -1.146  -14.431  0.05
H  -8.843  -0.049  -14.461  0.02
C  -6.153  -6.954  -20.596  -0.04
C  -7.709  -7.138  -20.382  -0.41
C  -8.404  -5.767  -20.410  -0.22
O  -9.730  -6.042  -20.168  -0.22
C  -10.690  -5.054  -20.452  -0.07
N  -8.232  -8.009  -21.440  0.06
H  -5.655  -7.914  -20.460  0.07
H  -5.663  -6.303  -19.872  0.06
H  -5.892  -6.684  -21.619  0.08
H  -7.860  -7.543  -19.382  0.09
H  -8.342  -5.335  -21.409  0.14
H  -7.989  -5.150  -19.613  0.11
H  -10.603  -4.538  -21.408  0.10
H  -10.517  -4.264  -19.722  0.06
H  -11.677  -5.499  -20.329  0.10
H  -9.193  -7.701  -21.435  0.06
H  -7.905  -7.676  -22.336  0.07
C  -4.613  -3.589  -13.323  -0.03
C  -5.493  -4.875  -13.145  -0.41
C  -4.690  -6.135  -13.639  -0.20
O  -3.587  -6.358  -12.764  -0.19
C  -2.898  -7.599  -13.053  -0.07
N  -5.901  -4.990  -11.769  0.06
H  -3.885  -3.621  -12.514  0.08
H  -5.262  -2.713  -13.342  0.07
H  -4.022  -3.617  -14.239  0.06
H  -6.385  -4.808  -13.768  0.09
H  -4.268  -5.945  -14.626  0.09
H  -5.385  -6.969  -13.739  0.11
H  -2.066  -7.627  -12.349  0.09
H  -2.559  -7.624  -14.088  0.07
H  -3.569  -8.432  -12.841  0.09
H  -6.367  -5.886  -11.793  0.08
H  -5.064  -5.164  -11.231  0.09
C  -15.541  -3.296  -17.644  -0.09
C  -16.064  -4.707  -17.613  -0.33
O  -15.012  -5.519  -17.206  -0.12
H  -14.862  -3.019  -16.838  0.06
H  -16.354  -2.573  -17.716  0.07
H  -14.987  -3.008  -18.538  0.07
H  -16.470  -5.029  -18.572  0.11
H  -16.861  -4.828  -16.879  0.11
H  -15.260  -6.442  -17.116  0.02
C  -10.782  -4.832  -12.813  -0.07
C  -9.307  -4.804  -12.731  -0.32
O  -8.832  -4.547  -11.375  -0.07
H  -11.058  -4.762  -13.865  0.06
H  -11.283  -3.913  -12.509  0.08
H  -11.130  -5.789  -12.423  0.07
H  -8.950  -3.958  -13.317  0.09
H  -8.860  -5.757  -13.014  0.10
H  -7.887  -4.441  -11.505  0.02
C  -6.390  -9.795  -15.939  -0.07
C  -7.075  -10.212  -17.255  -0.28
O  -6.208  -11.140  -17.954  -0.07
H  -6.185  -10.597  -15.231  0.07
H  -6.920  -8.968  -15.467  0.05
H  -5.384  -9.441  -16.167  0.06
H  -7.275  -9.362  -17.907  0.09
H  -8.006  -10.690  -16.950  0.07
H  -6.444  -11.043  -18.880  0.08
C  -10.165  -1.229  -19.122  -0.08
C  -9.988  -0.204  -20.242  -0.32
O  -9.710  -0.874  -21.436  -0.06
H  -10.546  -0.809  -18.191  0.06
H  -9.250  -1.728  -18.802  0.06
H  -10.805  -2.041  -19.468  0.06
H  -9.281  0.561  -19.922  0.10
H  -10.961  0.270  -20.373  0.12
H  -9.755  -0.184  -22.101  0.09
C  -11.656  -0.634  -15.475  -0.07
C  -11.672  -0.614  -13.932  -0.25
O  -10.511  0.140  -13.570  -0.10
H  -12.297  -1.305  -16.048  0.06
H  -10.698  -1.063  -15.769  0.03
H  -11.586  0.389  -15.844  0.08
H  -11.673  -1.602  -13.472  0.10
H  -12.504  -0.021  -13.552  0.11
H  -10.774  1.063  -13.548  0.10